Entry 1:
119
Properties=species:S:1:pos:R:3:lowdin_charge:R:1 method="wB97M-V/def2-TZVPD" spin_multiplicity=1 total_energy_ha=-2277.05550 gap_ha=0.2313
Pb -1.483 13.332 6.671 1.653
C -2.267 16.212 10.675 -0.021
C -2.478 14.760 11.263 -0.437
C -3.261 14.876 12.608 -0.122
C -3.853 13.506 13.156 -0.177
C -4.719 12.771 12.143 -0.159
C -3.841 12.552 10.854 -0.424
N -3.239 13.816 10.340 -0.154
O -2.573 13.603 9.085 -0.401
C -4.902 12.027 9.837 -0.051
C -2.830 11.301 11.107 -0.018
C -1.065 14.254 11.714 -0.059
H -1.530 16.120 9.878 0.057
H -1.942 17.008 11.344 0.081
H -3.230 16.650 10.414 0.070
H -4.102 15.549 12.440 0.103
H -2.673 15.263 13.440 0.109
H -4.456 13.651 14.052 0.098
H -3.054 12.853 13.506 0.096
H -5.590 13.369 11.875 0.111
H -5.096 11.799 12.463 0.109
H -5.716 11.486 10.319 0.074
H -4.448 11.289 9.174 0.050
H -5.448 12.783 9.273 0.068
H -3.040 10.575 11.893 0.073
H -1.849 11.721 11.332 0.042
H -2.739 10.551 10.322 0.047
H -1.009 13.408 12.398 0.065
H -0.434 14.973 12.237 0.078
H -0.533 13.974 10.805 0.039
C 0.088 15.354 1.988 -0.062
C -1.381 15.552 2.392 -0.441
C -2.134 16.234 1.136 -0.132
C -2.677 15.393 0.003 -0.177
C -3.286 14.137 0.685 -0.172
C -2.425 13.306 1.706 -0.435
N -1.926 14.233 2.737 -0.155
O -1.327 13.581 3.964 -0.392
C -1.381 12.613 0.725 -0.042
C -3.420 12.217 2.342 -0.028
C -1.477 16.503 3.679 -0.024
H 0.190 14.893 1.005 0.073
H 0.760 14.839 2.675 0.057
H 0.656 16.270 2.147 0.071
H -1.348 16.841 0.688 0.099
H -2.835 17.014 1.433 0.106
H -1.829 15.074 -0.603 0.093
H -3.539 15.828 -0.503 0.111
H -3.757 13.440 -0.008 0.106
H -4.178 14.503 1.194 0.106
H -1.097 13.155 -0.177 0.058
H -1.514 11.557 0.490 0.065
H -0.419 12.509 1.228 0.061
H -4.069 11.691 1.641 0.072
H -4.027 12.563 3.179 0.053
H -2.844 11.385 2.747 0.046
H -0.811 16.245 4.502 0.046
H -2.501 16.432 4.046 0.065
H -1.132 17.516 3.471 0.074
C 2.841 10.523 5.734 -0.086
O 2.637 11.830 6.236 -0.215
C 2.047 12.763 5.324 -0.199
C 1.714 14.107 5.958 -0.207
N 1.035 13.817 7.215 -0.118
C 1.085 14.978 8.156 -0.188
C 0.578 16.354 7.728 -0.154
O -0.849 16.125 7.386 -0.260
C -1.407 17.347 7.180 -0.164
H 1.911 9.959 5.655 0.061
H 3.483 10.024 6.460 0.104
H 3.076 10.499 4.670 0.095
H 1.116 12.377 4.908 0.098
H 2.820 12.886 4.566 0.132
H 1.134 14.627 5.196 0.108
H 2.688 14.597 5.987 0.127
H 1.694 13.170 7.624 0.098
H 2.086 15.190 8.534 0.124
H 0.551 14.827 9.095 0.095
H 1.221 16.713 6.925 0.125
H 0.631 16.967 8.628 0.126
H -1.122 17.810 6.235 0.084
H -1.243 17.977 8.055 0.098
H -2.466 17.320 6.925 0.090
C -4.503 11.347 6.225 -0.031
O -3.022 11.404 6.118 -0.357
C -2.406 10.195 5.600 -0.172
C -0.858 10.319 5.656 -0.177
N -0.417 11.027 6.890 -0.138
C -0.561 10.194 8.124 -0.156
C 0.064 10.841 9.356 -0.189
O 1.522 10.660 9.230 -0.191
C 2.149 10.923 10.475 -0.119
H -5.022 11.304 5.267 0.087
H -4.871 12.283 6.645 0.079
H -4.772 10.487 6.839 0.088
H -2.701 10.068 4.558 0.111
H -2.743 9.354 6.206 0.118
H -0.604 10.947 4.802 0.100
H -0.319 9.371 5.635 0.120
H 0.581 10.955 6.753 0.053
H -0.176 9.175 8.135 0.132
H -1.622 10.133 8.364 0.108
H -0.225 10.285 10.248 0.109
H -0.308 11.823 9.647 0.095
H 3.232 11.034 10.413 0.087
H 1.962 10.239 11.302 0.084
H 1.761 11.872 10.845 0.078
C -5.902 16.004 8.902 -0.127
O -4.613 15.812 8.357 -0.158
H -6.506 16.550 8.178 0.085
H -6.341 15.010 8.986 0.064
H -5.930 16.335 9.940 0.076
H -4.073 15.176 8.832 0.034
C -4.487 14.991 5.301 -0.148
O -3.424 14.844 6.174 -0.294
H -4.342 14.462 4.359 0.076
H -5.383 14.577 5.764 0.078
H -4.670 16.062 5.217 0.093
H -3.617 15.478 6.869 0.023



Entry 2:
136
Properties=species:S:1:pos:R:3:lowdin_charge:R:1 method="wB97M-V/def2-TZVPD" spin_multiplicity=1 total_energy_ha=-6696.87526 gap_ha=0.2187
O 4.378 -1.905 -2.214 -0.238
V 3.343 -2.835 -2.873 1.034
O 3.253 -4.259 -2.168 -0.263
As 0.906 -1.353 -0.382 0.947
F -0.036 -0.305 -1.489 -0.257
F 2.354 -0.252 -0.465 -0.264
F 1.854 -2.460 0.643 -0.244
F -0.490 -2.465 -0.234 -0.252
F 1.578 -2.252 -1.776 -0.277
F 0.261 -0.523 1.032 -0.243
C -0.661 -0.668 5.557 -0.077
O -1.863 -0.589 4.779 -0.174
C -1.911 -1.301 3.566 -0.235
C -2.380 -2.728 3.636 -0.178
O -1.503 -3.755 4.196 -0.187
C -0.215 -3.774 3.558 -0.098
H -0.578 0.104 6.323 0.084
H 0.258 -0.674 4.971 0.072
H -0.735 -1.599 6.119 0.087
H -0.938 -1.455 3.098 0.091
H -2.561 -0.749 2.888 0.127
H -2.653 -2.922 2.599 0.112
H -3.193 -2.776 4.361 0.130
H -0.348 -3.774 2.476 0.079
H 0.230 -4.720 3.866 0.089
H 0.432 -2.953 3.868 0.069
C -4.615 5.103 4.504 -0.112
O -3.293 5.085 4.022 -0.185
C -3.253 4.907 2.616 -0.207
C -1.790 4.741 2.111 -0.184
O -0.926 3.798 2.739 -0.196
C -1.255 2.432 2.480 -0.081
H -4.594 5.291 5.578 0.090
H -5.033 4.107 4.358 0.087
H -5.178 5.884 3.992 0.087
H -3.658 5.754 2.062 0.120
H -3.893 4.049 2.407 0.112
H -1.289 5.702 2.232 0.125
H -1.875 4.608 1.033 0.103
H -1.481 2.249 1.430 0.074
H -2.160 2.187 3.036 0.089
H -0.547 1.660 2.784 0.076
C 2.646 0.267 -3.480 -0.055
O 2.529 -1.048 -4.099 -0.252
C 1.322 -1.295 -4.802 -0.136
C 1.609 -2.635 -5.521 -0.143
O 1.886 -3.585 -4.513 -0.269
C 1.779 -4.870 -5.015 -0.088
H 3.003 1.129 -4.044 0.093
H 3.493 0.217 -2.796 0.075
H 1.782 0.604 -2.908 0.084
H 1.239 -0.451 -5.487 0.123
H 0.419 -1.316 -4.193 0.127
H 2.449 -2.648 -6.216 0.143
H 0.726 -2.950 -6.078 0.133
H 2.529 -5.244 -5.712 0.107
H 0.830 -5.088 -5.506 0.109
H 1.907 -5.450 -4.102 0.095
C 1.466 3.261 4.842 -0.097
O 2.758 3.358 4.258 -0.193
C 2.743 3.571 2.878 -0.200
C 4.206 3.734 2.346 -0.169
O 4.134 3.863 0.948 -0.188
C 4.044 2.661 0.243 -0.120
H 1.642 3.574 5.871 0.090
H 0.890 2.337 4.905 0.074
H 0.814 4.040 4.446 0.076
H 2.214 4.512 2.728 0.128
H 2.272 2.704 2.414 0.113
H 4.870 2.930 2.663 0.121
H 4.587 4.704 2.665 0.127
H 3.168 2.081 0.533 0.065
H 5.002 2.143 0.275 0.094
H 3.870 2.799 -0.824 0.074
C -3.468 0.892 -1.085 -0.146
O -3.643 -0.104 -0.150 -0.194
C -3.606 -1.480 -0.605 -0.146
C -4.821 -1.698 -1.506 -0.209
O -6.083 -1.769 -0.832 -0.177
C -6.588 -0.468 -0.391 -0.074
H -3.117 1.723 -0.472 0.078
H -4.402 1.199 -1.555 0.075
H -2.723 0.788 -1.874 0.087
H -3.632 -2.193 0.220 0.125
H -2.692 -1.750 -1.133 0.084
H -4.772 -2.681 -1.974 0.113
H -4.820 -0.979 -2.326 0.112
H -7.634 -0.692 -0.186 0.086
H -6.587 0.222 -1.235 0.075
H -6.026 -0.032 0.435 0.083
C 4.796 -1.043 5.485 -0.146
O 3.482 -0.728 5.278 -0.157
C 3.312 0.079 4.124 -0.176
C 3.265 -0.706 2.775 -0.196
O 4.581 -1.072 2.463 -0.188
C 4.792 -1.542 1.111 -0.096
H 5.436 -0.177 5.650 0.093
H 5.259 -1.528 4.626 0.077
H 4.718 -1.814 6.251 0.096
H 3.968 0.939 3.994 0.115
H 2.355 0.586 4.243 0.096
H 2.915 0.007 2.028 0.095
H 2.649 -1.605 2.803 0.115
H 4.739 -0.828 0.289 0.057
H 4.191 -2.371 0.738 0.065
H 5.823 -1.893 1.154 0.088
C -4.575 -2.908 -4.872 -0.097
O -3.658 -3.672 -4.080 -0.147
C -2.358 -3.341 -4.417 -0.247
C -1.550 -3.685 -3.192 -0.193
O -1.444 -5.119 -3.110 -0.181
C -0.611 -5.415 -1.991 -0.081
H -4.359 -1.845 -4.976 0.085
H -5.578 -3.006 -4.458 0.091
H -4.631 -3.313 -5.883 0.085
H -2.061 -2.380 -4.837 0.119
H -1.947 -3.957 -5.217 0.122
H -2.026 -3.354 -2.269 0.106
H -0.538 -3.300 -3.318 0.095
H -0.569 -6.502 -1.928 0.094
H -1.024 -4.990 -1.076 0.089
H 0.368 -5.044 -2.295 0.064
C 0.100 3.629 -1.340 -0.041
C 0.914 4.315 -2.455 -0.193
O 0.702 3.645 -3.703 0.007
C 1.285 4.090 -4.841 -0.322
O 1.810 5.184 -4.937 0.150
C 1.213 3.073 -6.070 -0.567
F 0.174 3.286 -6.833 0.205
F 2.335 3.167 -6.751 0.190
F 1.112 1.804 -5.633 0.126
H 0.269 4.034 -0.342 0.079
H 0.427 2.590 -1.334 0.064
H -0.971 3.619 -1.544 0.073
H 1.958 4.195 -2.165 0.117
H 0.791 5.396 -2.520 0.127



Entry 3:
117
Properties=species:S:1:pos:R:3:lowdin_charge:R:1 method="wB97M-V/def2-TZVPD" total_charge=+1 spin_multiplicity=1 total_energy_ha=-2977.19549 gap_ha=0.2273
C -2.593 2.341 2.901 -0.069
O -3.040 1.618 1.757 -0.233
C -2.341 0.516 1.369 -0.384
S -0.502 0.720 1.431 1.142
C 0.057 -0.996 1.445 -0.280
C 0.784 -1.445 2.737 -0.402
C 1.554 -0.419 3.532 -0.051
F 1.680 -2.406 2.286 -0.008
C -0.090 1.350 -0.253 -0.864
Cl -1.328 2.510 -0.746 0.771
C 1.266 2.037 -0.302 -0.779
C 1.658 2.365 -1.751 -0.108
Cl 2.479 0.954 0.428 0.744
H -1.799 3.034 2.618 0.089
H -2.295 1.686 3.721 0.099
H -3.442 2.931 3.239 0.089
H -2.590 0.295 0.330 0.113
H -2.551 -0.375 1.972 0.121
H -0.842 -1.605 1.328 0.105
H 0.675 -1.188 0.569 0.068
H 0.071 -1.981 3.363 0.147
H 1.836 -0.876 4.480 0.097
H 0.976 0.472 3.770 0.070
H 2.476 -0.155 3.019 0.063
H -0.135 0.508 -0.945 0.100
H 1.224 2.960 0.272 0.107
H 1.302 3.357 -2.017 0.083
H 1.244 1.641 -2.450 0.084
H 2.743 2.374 -1.820 0.079
C -5.975 0.765 4.307 -0.095
C -6.813 1.176 5.507 -0.271
N -6.356 2.414 6.108 -0.202
C -6.930 2.669 7.420 -0.248
C -8.443 2.891 7.515 -0.081
C -6.281 3.555 5.212 -0.247
C -7.553 3.973 4.464 -0.073
H -4.916 0.735 4.575 0.068
H -6.269 -0.228 3.964 0.074
H -6.101 1.450 3.467 0.062
H -6.738 0.393 6.266 0.120
H -7.871 1.211 5.204 0.106
H -6.415 3.530 7.853 0.112
H -6.667 1.820 8.057 0.110
H -8.740 3.864 7.126 0.057
H -8.751 2.856 8.561 0.073
H -9.004 2.121 6.985 0.068
H -5.505 3.350 4.467 0.078
H -5.904 4.405 5.786 0.116
H -8.060 3.119 4.011 0.068
H -7.295 4.661 3.657 0.065
H -8.262 4.486 5.110 0.058
C 4.133 -4.625 -4.831 -0.081
C 3.616 -4.069 -3.514 -0.271
N 4.393 -2.940 -3.033 -0.198
C 4.129 -2.597 -1.653 -0.243
C 2.725 -2.089 -1.295 -0.106
C 4.529 -1.825 -3.953 -0.242
C 3.247 -1.151 -4.463 -0.078
H 5.197 -4.856 -4.761 0.075
H 3.600 -5.543 -5.079 0.076
H 3.985 -3.931 -5.659 0.067
H 3.685 -4.856 -2.758 0.118
H 2.544 -3.834 -3.621 0.101
H 4.866 -1.853 -1.337 0.115
H 4.333 -3.485 -1.047 0.114
H 2.559 -1.076 -1.656 0.024
H 2.610 -2.075 -0.208 0.042
H 1.944 -2.737 -1.700 0.074
H 5.097 -2.169 -4.819 0.105
H 5.166 -1.075 -3.477 0.115
H 2.507 -1.881 -4.795 0.068
H 3.483 -0.518 -5.320 0.075
H 2.786 -0.513 -3.708 0.040
C -6.008 8.113 -0.784 -0.087
C -5.548 6.733 -0.339 -0.277
N -6.355 5.659 -0.889 -0.199
C -6.136 4.380 -0.246 -0.244
C -4.751 3.732 -0.375 -0.098
C -6.470 5.637 -2.338 -0.242
C -5.178 5.556 -3.161 -0.081
H -7.070 8.250 -0.578 0.083
H -5.453 8.879 -0.243 0.074
H -5.839 8.279 -1.848 0.066
H -5.632 6.677 0.750 0.115
H -4.476 6.623 -0.573 0.099
H -6.891 3.679 -0.613 0.115
H -6.352 4.512 0.819 0.103
H -4.579 3.330 -1.374 0.054
H -4.670 2.900 0.327 0.051
H -3.950 4.437 -0.141 0.061
H -7.013 6.534 -2.645 0.104
H -7.125 4.805 -2.609 0.116
H -4.426 6.264 -2.811 0.065
H -5.393 5.802 -4.203 0.074
H -4.741 4.557 -3.150 0.051
C 7.871 -4.458 -2.078 -0.094
C 8.904 -5.152 -2.952 -0.275
N 9.576 -6.246 -2.278 -0.202
C 10.760 -6.719 -2.974 -0.250
C 10.579 -7.357 -4.357 -0.085
C 8.706 -7.270 -1.727 -0.247
C 7.738 -7.982 -2.681 -0.081
H 8.313 -4.143 -1.131 0.080
H 7.487 -3.574 -2.589 0.063
H 7.016 -5.101 -1.864 0.059
H 9.668 -4.421 -3.232 0.118
H 8.419 -5.465 -3.891 0.100
H 11.279 -7.425 -2.321 0.112
H 11.436 -5.865 -3.077 0.109
H 10.141 -8.352 -4.295 0.055
H 11.553 -7.464 -4.839 0.071
H 9.957 -6.745 -5.011 0.065
H 8.118 -6.817 -0.924 0.099
H 9.336 -8.012 -1.230 0.115
H 7.205 -7.278 -3.321 0.060
H 6.989 -8.527 -2.102 0.071
H 8.242 -8.707 -3.318 0.055



Entry 4:
120
Properties=species:S:1:pos:R:3:lowdin_charge:R:1 method="wB97M-V/def2-TZVPD" spin_multiplicity=1 total_energy_ha=-5164.56801 de_lowest_kcal_mol=463.6 gap_ha=0.3032 smiles=CCN(CC)CC.CCN(CC)CC.CCN(CC)CC.CCN(CC)CC.ClCCCl.ClCCCl.ClCCCl.ClCCCl
C 2.756 -0.467 5.272 -0.040
C 1.719 -1.446 4.951 -0.326
N 1.957 -2.179 3.800 -0.151
C 1.302 -3.460 3.568 -0.374
C 0.023 -3.562 3.920 -0.143
C 1.681 -1.322 2.500 -0.145
C 2.943 -1.548 1.496 -0.070
H 3.011 0.201 4.609 0.016
H 3.508 -1.009 5.287 0.003
H 2.344 0.263 6.137 0.156
H 0.554 -1.185 4.895 0.155
H 1.672 -2.100 5.638 0.048
H 1.915 -4.005 4.233 0.111
H 1.620 -4.044 2.716 0.113
H -0.408 -3.072 4.852 0.111
H -0.034 -4.690 4.185 0.131
H -0.623 -3.393 3.088 0.065
H 1.534 -0.332 2.674 0.047
H 0.723 -1.708 1.884 0.129
H 2.931 -2.617 0.955 0.102
H 3.837 -1.352 1.985 0.018
H 2.914 -0.929 0.557 0.043
C -0.870 5.868 0.143 -0.060
C -0.758 6.831 1.337 -0.238
N -0.834 6.156 2.670 -0.177
C -0.079 6.742 3.718 -0.378
C -0.324 8.021 3.974 -0.116
C -2.145 5.792 3.142 -0.260
C -2.106 4.473 3.836 -0.103
H 0.106 5.317 0.399 0.103
H -0.682 6.496 -0.836 0.115
H -1.681 5.346 0.049 -0.025
H -1.611 7.462 1.328 0.084
H -0.078 7.667 1.346 0.113
H 0.893 6.657 3.308 0.113
H 0.108 6.099 4.487 0.115
H -0.755 8.855 3.407 0.119
H 0.705 8.250 4.197 0.108
H -0.925 7.954 4.755 0.042
H -2.775 5.921 2.267 0.105
H -2.657 6.586 3.823 0.143
H -1.948 4.483 4.919 0.068
H -1.509 3.602 3.504 0.059
H -3.020 3.866 3.954 0.072
C 2.305 -7.338 2.138 -0.122
C 1.769 -6.688 0.977 -0.268
N 0.254 -6.863 0.930 -0.173
C -0.564 -5.845 0.454 -0.433
C -0.301 -5.283 -0.725 -0.117
C 0.037 -8.118 0.204 -0.242
C -1.448 -8.578 0.443 -0.104
H 1.932 -6.997 3.129 0.082
H 3.477 -7.146 2.112 0.126
H 2.024 -8.401 2.164 0.064
H 2.171 -6.890 0.034 0.101
H 1.772 -5.654 1.255 0.087
H -0.449 -5.081 1.241 0.103
H -1.622 -5.967 0.926 0.173
H 0.657 -5.072 -1.304 0.133
H -0.878 -4.354 -0.759 0.100
H -0.742 -6.080 -1.222 0.056
H 0.735 -9.039 0.513 0.157
H -0.109 -7.934 -0.897 0.107
H -2.272 -7.910 0.296 0.048
H -1.456 -8.789 1.570 0.102
H -1.697 -9.367 -0.159 0.026
C -1.023 2.121 1.193 -0.109
C -0.843 0.958 0.267 -0.265
N -0.025 1.254 -0.920 -0.128
C 0.608 0.190 -1.628 -0.372
C 0.150 -1.114 -1.378 -0.136
C -0.908 2.021 -1.984 -0.158
C 0.125 2.820 -2.802 -0.058
H -1.458 1.753 2.083 0.049
H -1.608 2.959 0.693 0.060
H 0.001 2.732 1.289 0.127
H -1.641 0.771 -0.054 -0.045
H -0.188 0.225 1.017 0.165
H 1.502 0.193 -1.000 0.076
H 1.165 0.341 -2.647 0.077
H -0.604 -1.492 -0.559 0.138
H 0.902 -1.903 -1.648 0.102
H -0.394 -1.241 -2.102 -0.048
H -1.403 2.747 -1.467 0.039
H -1.684 1.319 -2.500 0.129
H -0.396 3.591 -3.424 0.092
H 0.541 2.174 -3.607 0.051
H 0.635 3.384 -2.289 -0.028
Cl -4.365 1.629 -0.409 0.609
C -5.471 2.470 -1.538 -0.656
C -4.875 3.744 -1.969 -0.692
Cl -6.016 4.942 -2.665 0.556
H -6.300 2.805 -0.958 0.048
H -5.890 1.900 -2.418 0.095
H -4.051 3.505 -2.734 0.100
H -4.463 4.290 -1.241 -0.003
Cl 0.234 -0.367 -5.134 0.549
C 1.645 -0.507 -6.385 -0.551
C 2.301 0.822 -6.505 -0.701
Cl 1.320 2.061 -7.366 0.507
H 1.305 -0.813 -7.299 0.035
H 2.503 -1.089 -5.940 0.075
H 3.139 0.679 -7.297 0.098
H 2.613 1.302 -5.415 0.118
Cl 6.365 1.997 -1.507 0.524
C 5.708 0.430 -2.132 -0.647
C 4.305 0.655 -2.655 -0.654
Cl 3.523 -0.902 -3.111 0.571
H 5.703 -0.318 -1.186 0.123
H 6.376 0.035 -2.799 0.025
H 4.346 1.226 -3.567 0.039
H 3.462 1.204 -1.945 0.136
Cl -4.561 -0.607 -3.988 0.485
C -3.289 0.494 -4.853 -0.533
C -3.200 0.021 -6.242 -0.641
Cl -4.677 0.324 -7.267 0.513
H -2.395 0.312 -4.304 0.007
H -3.566 1.454 -4.810 0.026
H -3.232 -1.043 -6.223 0.041
H -2.493 0.425 -6.874 0.030